(1)
This record from OMol25 describes a structure of composition C58H55Br2F16INO4P in a non-equilibrium geometry. The level of theory is ωB97M-V/def2-TZVPD.

The calculation puts the total energy at -271670.5925 eV. For the HOMO-LUMO gap, the calculation gives 7.432 eV. The net charge is 0.

```
138
C58H55Br2F16INO4P (ωB97M-V/def2-TZVPD)
C 5.64477 -3.85956 -2.25755
C 4.41254 -3.42119 -1.41533
C 4.87714 -3.31350 0.06780
C 3.82724 -2.08142 -1.96986
C 2.42057 -2.25573 -2.60711
C 1.20785 -1.64061 -1.88857
C 1.47966 -0.51180 -0.83326
Br 2.52231 0.93970 -1.68322
C 2.05088 -1.05646 0.52958
C 0.97624 -1.33192 1.57828
Br 3.19829 0.34960 1.36429
C 0.30994 -0.79005 -2.89527
O 0.62237 -0.23049 -3.86261
N -1.02045 -0.75033 -2.33965
C -1.24857 -1.78985 -1.32077
O -1.45491 -1.11732 -0.09482
P -2.96259 -2.47912 -1.91412
O -3.79347 -2.98384 -0.55459
O -3.75007 -1.23696 -2.65532
C 0.04880 -2.65704 -1.54681
I -0.43497 -3.42560 -3.65740
C 0.40058 -4.00717 -0.81812
F 1.56359 -3.80402 -0.17333
F 0.69081 -4.97595 -1.68528
C -0.57519 -4.63206 0.22341
F 0.20883 -5.26557 1.12298
F -1.26469 -3.75316 0.93872
C -1.55161 -5.75547 -0.28414
F -1.93328 -5.63462 -1.54404
F -2.65814 -5.66879 0.46330
C -1.04142 -7.21763 -0.07045
F -1.85084 -7.99385 -0.78632
F -1.17970 -7.60940 1.15745
F 0.16538 -7.42440 -0.51312
H 5.39687 -3.70629 -3.31254
H 5.79511 -4.93461 -2.12999
H 6.53062 -3.30167 -1.95366
H 3.69960 -4.24758 -1.47193
H 4.08236 -3.71405 0.71045
H 5.76090 -3.92606 0.24569
H 5.00757 -2.26611 0.35168
H 4.50965 -1.79210 -2.77111
H 3.92978 -1.33245 -1.18829
H 2.31639 -3.32540 -2.77855
H 2.46332 -1.82470 -3.60984
H 0.56833 0.01240 -0.56693
H 2.73245 -1.88589 0.40313
H 1.41936 -1.44297 2.56610
H 0.46711 -2.26144 1.32423
H 0.28984 -0.48799 1.61218
H -1.25801 0.17276 -1.99126
H -2.14635 -1.53370 0.43773
H -4.18246 -2.19539 -0.12404
H -4.08882 -1.63893 -3.46647
F 4.09764 2.83774 2.25026
C 3.46588 3.38689 3.30530
C 4.18590 3.67630 4.44732
C 3.53233 4.24542 5.53099
C 2.16944 4.50731 5.45957
C 1.46071 4.20517 4.30416
C 2.11246 3.64517 3.21536
H 5.24515 3.45697 4.48396
H 4.08426 4.48356 6.42705
H 1.65868 4.94851 6.30642
H 0.39842 4.40559 4.25060
H 1.58080 3.40917 2.30267
F 4.89115 3.66907 8.35015
C 4.26155 4.20991 9.41255
C 4.98884 4.49868 10.55004
C 4.33978 5.05963 11.64029
C 2.97578 5.31425 11.58303
C 2.26000 5.01261 10.43254
C 2.90613 4.46080 9.33558
H 6.04954 4.28556 10.57737
H 4.89875 5.29781 12.53563
H 2.47116 5.74812 12.43666
H 1.19629 5.20659 10.38869
H 2.36728 4.22515 8.42730
F -5.49272 -2.26288 3.75155
C -5.40855 -3.60667 3.65401
C -4.96682 -4.16273 2.47140
C -4.87141 -5.54057 2.36530
C -5.22854 -6.34514 3.43941
C -5.67707 -5.76899 4.62151
C -5.76388 -4.38832 4.73449
H -4.69971 -3.52195 1.64339
H -4.52198 -5.98615 1.44957
H -5.15638 -7.42179 3.35468
H -5.95924 -6.39538 5.45754
H -6.10213 -3.91969 5.64953
F -4.36885 2.54114 4.33012
C -5.42396 2.21929 3.55606
C -6.24841 3.22428 3.08881
C -7.33274 2.89255 2.28770
C -7.58156 1.56233 1.97411
C -6.74426 0.56465 2.45628
C -5.65408 0.89333 3.24909
H -6.04055 4.25355 3.35155
H -7.97969 3.66870 1.91070
H -8.42908 1.30488 1.35351
H -6.93986 -0.47255 2.21602
H -4.98696 0.13013 3.62691
F 3.82450 -0.01975 -4.53254
C 4.13917 1.16612 -5.08281
C 5.42211 1.37656 -5.54878
C 5.74007 2.60083 -6.11901
C 4.77668 3.59761 -6.20634
C 3.49298 3.36926 -5.72805
C 3.16697 2.14321 -5.16595
H 6.16018 0.58913 -5.46413
H 6.73926 2.77770 -6.49605
H 5.02783 4.55351 -6.64830
H 2.74353 4.14736 -5.79265
H 2.17028 1.94032 -4.79456
F 9.34944 1.30499 -8.09445
C 8.61223 1.42587 -9.21444
C 8.37178 2.68346 -9.73467
C 7.61525 2.80543 -10.89093
C 7.09999 1.67345 -11.50725
C 7.34618 0.41770 -10.96994
C 8.11117 0.28986 -9.81943
H 8.77455 3.55595 -9.23637
H 7.42717 3.78486 -11.31073
H 6.50628 1.77099 -12.40702
H 6.94174 -0.46518 -11.44729
H 8.32024 -0.68190 -9.39128
F -10.05563 3.25169 1.25665
C -10.74154 3.31583 0.09717
C -10.96330 4.54720 -0.48627
C -11.66472 4.60965 -1.68154
C -12.14169 3.44587 -2.27014
C -11.91292 2.21698 -1.66634
C -11.20330 2.14797 -0.47613
H -10.58995 5.44327 -0.00760
H -11.83970 5.56730 -2.15377
H -12.69216 3.49786 -3.20059
H -12.28777 1.31014 -2.12240
H -11.00787 1.19865 0.00589
```

***

(2)
This record from OMol25 describes a structure of composition C18H27ClNO4P2Pt in a non-equilibrium geometry. The level of theory is ωB97M-V/def2-TZVPD.

The calculation puts the total energy at -63126.5295 eV. For the HOMO-LUMO gap (spin up / spin down), the calculation gives 7.580 / 6.299 eV. The net charge is +1. The spin multiplicity is 3. As for the expectation value of S²: 2.007.

```
54
C18H27ClNO4P2Pt (ωB97M-V/def2-TZVPD)
Pt 0.07130 0.20704 -0.13335
P -2.16520 0.20431 -0.56046
C -2.17156 0.68408 -2.33123
C -0.85283 1.34694 -2.74432
N 0.24510 1.21657 -1.96385
C 1.49862 1.54583 -2.37130
C 1.64630 2.31094 -3.52265
C 0.52632 2.58961 -4.29072
C -0.71935 2.09167 -3.90964
C 2.66250 1.14946 -1.48355
P 2.25422 -0.31507 -0.44400
H -1.61354 2.20587 -4.51449
H 2.63607 2.67336 -3.79538
H 0.61297 3.14620 -5.22178
H 3.56807 0.93063 -2.05955
H 2.92459 1.94316 -0.76646
H -2.30604 -0.22294 -2.92705
H -3.07491 1.34079 -2.48959
H -1.20533 -2.59922 -3.51854
O -1.58415 -2.12694 -4.27149
H -2.45873 -2.58482 -4.35013
H -0.19121 -2.61759 -0.54020
O -0.13588 -3.16981 -1.31846
H -0.20262 -4.07413 -0.93893
C 2.72128 -1.75673 -1.43970
H 3.75586 -1.65030 -1.78860
H 2.63645 -2.66051 -0.82902
H 2.04521 -1.87765 -2.29179
C 3.30229 -0.32160 1.00929
H 2.97650 -1.12697 1.67256
H 4.35338 -0.45918 0.73773
H 3.17758 0.62339 1.54072
C -2.88280 1.58471 0.36864
H -3.88778 1.81658 0.00402
H -2.94861 1.36857 1.44335
H -2.24955 2.47058 0.27566
C -3.24993 -1.22713 -0.31043
H -3.44613 -1.39715 0.76147
H -4.20825 -1.05401 -0.82301
H -2.77954 -2.12227 -0.73995
Cl -0.60863 3.60790 7.77992
C -0.33268 2.81177 6.30636
C 0.16193 1.49845 6.32190
C 0.36597 0.84288 5.10790
C 0.08522 1.49417 3.91188
C -0.38364 2.81443 3.89475
C -0.61053 3.47585 5.10212
C 0.28940 0.74008 2.63748
O 0.65988 -0.45460 2.58404
O 0.01205 1.47714 1.58148
H 0.37015 0.99436 7.26301
H 0.74331 -0.17461 5.06230
H -0.57238 3.30488 2.94332
H -0.99771 4.49263 5.11261
```

***

(3)
This record from OMol25 describes the molecule C15H16N2O4S2 in a non-equilibrium geometry. The level of theory is ωB97M-V/def2-TZVPD.

The calculation puts the total energy at -48654.3358 eV. For the relative energy (zero: lowest compared OMol25 entry of this formula, charge and spin), the calculation gives 53.7 kcal per mole. For the HOMO-LUMO gap, the calculation gives 9.448 eV. The net charge is 0.

```
39
C15H16N2O4S2 (ωB97M-V/def2-TZVPD)
O -0.73445 1.13114 -0.47642
C -0.60958 0.23855 0.35268
N -0.00577 0.44781 1.54062
C 0.47506 -0.61055 2.40654
H -0.14312 -0.66969 3.31160
C 1.92163 -0.31127 2.79256
H 2.51701 -0.24872 1.87175
O 2.03516 0.88183 3.54569
C 1.07464 1.85999 3.19570
H 1.54428 2.83188 3.36862
C 0.62652 1.74226 1.74689
H -0.09686 2.52180 1.49650
H 1.48849 1.84648 1.07773
H 0.20044 1.77439 3.85948
H 2.32338 -1.10787 3.42341
H 0.43212 -1.56420 1.88019
C -1.24403 -1.09193 0.13977
C -2.13953 -1.59096 1.08126
C -2.83883 -2.76054 0.85469
C -2.64673 -3.44970 -0.33230
C -1.76477 -2.96774 -1.27800
C -1.06121 -1.78168 -1.06208
N -0.20357 -1.31717 -2.04905
S 1.25273 -0.50687 -1.86467
O 1.67423 -0.51537 -0.49589
O 2.11257 -1.12096 -2.83475
C 0.93733 1.13158 -2.42958
C 0.18448 1.49626 -3.50073
C 0.22161 2.88911 -3.72414
C 1.01364 3.53562 -2.82815
S 1.71977 2.45966 -1.68991
H 1.22166 4.58514 -2.76721
H -0.31744 3.38032 -4.51368
H -0.38074 0.79786 -4.08878
H -0.15436 -1.90412 -2.86814
H -1.61651 -3.50277 -2.20514
H -3.18553 -4.36563 -0.52254
H -3.53261 -3.13000 1.59370
H -2.30112 -1.03395 1.99175
```

***

(4)
This record from OMol25 describes a structure of composition C48H36HgOP2SSbSe4 in a non-equilibrium geometry. The level of theory is ωB97M-V/def2-TZVPD.

The calculation puts the total energy at -353921.5145 eV. For the relative energy (zero: lowest compared OMol25 entry of this formula, charge and spin), the calculation gives 15.7 kcal per mole. For the HOMO-LUMO gap (spin up / spin down), the calculation gives 3.869 / 5.538 eV. The net charge is -2. The spin multiplicity is 2. As for the expectation value of S²: 0.776.

```
94
C48H36HgOP2SSbSe4 (ωB97M-V/def2-TZVPD)
Hg 0.13801 -0.63778 1.41029
O 0.68721 1.74775 1.32634
S 0.01522 1.94474 -0.01846
C 1.19136 2.95964 -0.94408
C 0.71156 3.96104 -1.76424
C 1.54970 4.88756 -2.40796
C 2.89868 4.79701 -2.20983
C 4.04924 5.62390 -2.73483
C 5.32186 4.93342 -2.17777
C 4.80636 3.74344 -1.40434
C 5.46071 2.73480 -0.75210
C 4.69826 1.70554 -0.18397
C 3.30969 1.66837 -0.21231
P 2.57074 0.08595 0.33825
C 3.53180 -1.06540 -0.72795
C 3.07530 -1.10747 -2.04762
C 3.60445 -2.00863 -2.95421
C 4.59360 -2.89403 -2.54765
C 5.07463 -2.83988 -1.24964
C 4.55531 -1.92332 -0.34455
C 3.31216 -0.10713 1.99031
C 3.54918 1.01330 2.78669
C 3.96039 0.85834 4.10087
C 4.12822 -0.41057 4.63657
C 3.86848 -1.52874 3.86087
C 3.45096 -1.37833 2.54849
C 2.59790 2.74462 -0.82277
C 3.40394 3.73286 -1.44123
C -1.25636 3.14263 0.24944
C -0.88038 4.46023 0.60552
C -1.77493 5.51685 0.57846
C -3.08124 5.27620 0.16782
C -4.26073 6.20129 -0.02603
C -5.43570 5.26528 -0.43343
C -4.83242 3.87927 -0.48554
C -5.38873 2.64717 -0.78122
C -4.60354 1.51188 -0.62140
C -3.25322 1.56250 -0.23132
P -2.44127 0.01404 0.29384
C -3.22137 -0.18207 1.94139
C -3.46749 0.95237 2.71549
C -3.90333 0.81937 4.02456
C -4.08456 -0.43882 4.57829
C -3.83429 -1.56973 3.81807
C -3.39744 -1.44282 2.50888
C -3.25657 -1.26774 -0.72377
C -2.61010 -1.60082 -1.91344
C -3.11235 -2.59908 -2.73145
C -4.25746 -3.28767 -2.36080
C -4.91251 -2.95487 -1.18464
C -4.42110 -1.94350 -0.37238
C -2.62229 2.82551 -0.04684
C -3.48185 3.95377 -0.12626
H -0.35825 4.04421 -1.90183
H 1.11804 5.66706 -3.02471
H 3.97667 6.66185 -2.40300
H 4.04666 5.63428 -3.82705
H 5.89012 5.60517 -1.53030
H 5.99254 4.61863 -2.98010
H 6.54320 2.70557 -0.69579
H 5.21386 0.88002 0.29091
H 2.28416 -0.42751 -2.34992
H 3.23020 -2.04200 -3.97042
H 4.97832 -3.63270 -3.24070
H 5.84662 -3.52992 -0.93137
H 4.94872 -1.89386 0.66212
H 3.38684 2.00292 2.37840
H 4.13399 1.73559 4.71371
H 4.43492 -0.51974 5.67017
H 3.94166 -2.52980 4.26566
H 3.22538 -2.26908 1.97255
H 0.14848 4.64368 0.89000
H -1.44413 6.51379 0.85147
H -4.05517 6.94312 -0.80608
H -4.49308 6.75793 0.88804
H -5.86758 5.55363 -1.39655
H -6.24616 5.30236 0.30108
H -6.42581 2.54788 -1.08545
H -5.05719 0.54357 -0.78536
H -3.32129 1.93668 2.28748
H -4.08847 1.70767 4.61810
H -4.39816 -0.53775 5.61116
H -3.93349 -2.56332 4.23521
H -3.18898 -2.34195 1.94200
H -1.69583 -1.08281 -2.18014
H -2.59463 -2.86495 -3.64516
H -4.63123 -4.09636 -2.97752
H -5.79812 -3.50152 -0.88400
H -4.93845 -1.69048 0.54228
Se 2.09248 -4.87285 3.13052
Sb 0.07123 -3.64315 2.62310
Se 0.02321 -1.28447 3.72126
Se 0.12438 -2.76745 0.19496
Se -1.93328 -4.91198 3.07926
```

***

(5)
This record from OMol25 describes a structure of composition C19H28BrNiO2 in a non-equilibrium geometry. The level of theory is ωB97M-V/def2-TZVPD.

The calculation puts the total energy at -135334.3214 eV. For the relative energy (zero: lowest compared OMol25 entry of this formula, charge and spin), the calculation gives 28.8 kcal per mole. For the HOMO-LUMO gap (spin up / spin down), the calculation gives 6.096 / 5.962 eV. The net charge is -1. The spin multiplicity is 3. As for the expectation value of S²: 2.028.

```
51
C19H28BrNiO2 (ωB97M-V/def2-TZVPD)
O -1.22617 0.26310 -0.38504
C 0.21379 0.33365 -0.71281
C 0.07424 1.63599 -1.54849
H 0.49169 -0.53274 -1.29417
H 0.80329 0.44325 0.22382
C -1.42507 1.58907 -0.93260
H 0.28420 1.41760 -2.62606
H 0.78053 2.42604 -1.15228
C -2.67802 1.29104 -1.74984
H -2.61991 0.34493 -2.33239
H -2.92465 2.06889 -2.43781
H -3.50995 1.10848 -1.05034
C -1.47250 2.66346 0.16479
H -0.47420 2.90880 0.57867
H -2.02422 2.38903 1.07172
H -1.86909 3.61849 -0.21790
Ni 1.01966 -1.23262 3.01515
C 1.21621 1.29006 4.64756
C 2.06917 0.17226 4.41523
C 2.36817 0.13484 2.95400
H 2.63318 -0.36653 5.17480
C 1.66715 1.28172 2.37910
C 0.96766 1.94980 3.41156
H 0.38127 2.86333 3.32588
H 0.88246 1.65461 5.61206
H 3.14280 -0.49597 2.51610
H 1.82488 1.66643 1.37378
C -0.90701 -0.55576 4.43969
C -1.79162 0.38869 3.88163
C -2.06601 0.01855 2.53091
H -2.24776 1.25938 4.36085
C -1.47035 -1.21590 2.27531
C -0.81272 -1.68783 3.49941
H -0.71557 -2.71654 3.85979
H -0.38346 -0.50808 5.40547
H -2.72851 0.61702 1.89729
H -1.52428 -1.78339 1.33873
O 0.83682 -1.47396 -3.08426
C 0.21032 -0.77655 -4.17430
C 0.59946 -1.40150 -5.53481
H 0.52656 0.29099 -4.22847
H -0.88012 -0.84464 -4.02141
C 1.63533 -2.50015 -5.16966
H 1.01409 -0.64265 -6.21057
H -0.32318 -1.76166 -6.00136
C 1.53426 -2.64643 -3.62405
H 2.64661 -2.18929 -5.46644
H 1.43819 -3.45251 -5.67800
H 2.53022 -2.67157 -3.13355
H 0.95047 -3.57870 -3.40789
Br 1.33169 -3.05451 1.82119
```